No. 1
{"formula": "C6H5ClS", "method": "the ωB97M-V functional and the def2-TZVPD basis", "symbols": ["S", "C", "C", "C", "C", "C", "C", "Cl", "H", "H", "H", "H", "H"], "positions_angstrom": [[0.37, 1.20, 2.21], [-0.41, 0.21, 1.18], [-1.62, -0.57, 1.45], [-1.99, -1.29, 0.39], [-1.06, -1.09, -0.77], [-0.05, -0.12, -0.22], [1.01, 0.38, -0.85], [1.42, 0.00, -2.47], [-2.12, -0.58, 2.43], [-2.85, -1.95, 0.35], [-1.58, -0.73, -1.67], [-0.62, -2.05, -1.11], [1.70, 1.10, -0.36]], "e_homo_ev": -8.7, "lumo_ev": -0.93, "e_above_lowest_ev": 0.0000, "total_energy_ha": -1089.9718, "charge": 0}


No. 2
{"formula": "C3H4N2O", "method": "the ωB97M-V functional and the def2-TZVPD basis", "symbols": ["N", "C", "C", "O", "C", "N", "H", "H", "H", "H"], "positions_angstrom": [[-0.89, 1.40, 0.78], [-0.20, 0.32, 0.22], [-0.69, -0.87, -0.20], [0.35, -1.62, -0.68], [1.42, -0.85, -0.49], [1.18, 0.31, 0.03], [-1.60, 1.78, 0.17], [-0.26, 2.13, 1.08], [-1.67, -1.33, -0.16], [2.37, -1.28, -0.75]], "e_homo_ev": -8.6, "lumo_ev": 1.06, "e_above_lowest_ev": 0.8746, "total_energy_ha": -301.4551, "charge": 0}


No. 3
{"formula": "C14H35N2OSi", "method": "the ωB97M-V functional and the def2-TZVPD basis", "symbols": ["C", "Si", "C", "C", "C", "O", "C", "C", "N", "H", "H", "H", "H", "H", "H", "H", "H", "H", "H", "H", "H", "H", "H", "H", "H", "H", "C", "C", "C", "N", "C", "C", "C", "C", "C", "H", "H", "H", "H", "H", "H", "H", "H", "H", "H", "H", "H", "H", "H", "H", "H", "H", "H"], "positions_angstrom": [[-3.84, 0.85, -0.04], [-3.83, 1.45, -1.81], [-5.53, 1.42, -2.58], [-3.12, 3.18, -1.90], [-2.78, 0.23, -2.83], [-1.67, -0.34, -2.13], [-0.61, 0.55, -1.94], [0.27, 0.85, -3.18], [0.14, -0.16, -4.21], [-4.57, 0.05, 0.10], [-2.85, 0.45, 0.22], [-4.08, 1.66, 0.65], [-6.15, 2.24, -2.22], [-5.45, 1.52, -3.66], [-6.05, 0.49, -2.37], [-3.89, 3.92, -2.11], [-2.64, 3.48, -0.96], [-2.37, 3.26, -2.69], [-2.45, 0.72, -3.76], [-3.39, -0.62, -3.15], [-1.00, 1.51, -1.54], [0.01, 0.11, -1.15], [1.31, 0.85, -2.86], [0.06, 1.87, -3.54], [-0.63, 0.02, -4.84], [0.98, -0.20, -4.78], [0.35, 0.46, 1.98], [0.46, -1.02, 1.62], [1.22, -1.92, 2.58], [2.74, -1.84, 2.63], [3.19, -2.98, 3.47], [3.36, -1.94, 1.25], [3.58, -0.51, 0.79], [3.93, 0.25, 2.08], [3.24, -0.52, 3.21], [1.30, 1.00, 1.90], [-0.34, 0.94, 1.29], [-0.03, 0.60, 2.99], [0.83, -1.15, 0.60], [-0.55, -1.44, 1.61], [1.01, -2.96, 2.33], [0.89, -1.76, 3.61], [2.90, -3.91, 3.00], [2.74, -2.90, 4.46], [4.28, -2.94, 3.56], [4.31, -2.45, 1.38], [2.71, -2.54, 0.62], [2.69, -0.10, 0.33], [4.38, -0.46, 0.05], [3.60, 1.28, 2.05], [5.01, 0.25, 2.25], [2.39, -0.01, 3.65], [3.94, -0.78, 4.01]], "e_homo_ev": -11.0, "lumo_ev": -2.39, "total_energy_ha": -1028.4329, "charge": 1}


No. 4
{"formula": "CH2N4O", "method": "the ωB97M-V functional and the def2-TZVPD basis", "symbols": ["N", "C", "N", "N", "O", "N", "H", "H"], "positions_angstrom": [[-1.09, 0.85, 0.46], [-0.13, 0.02, -0.08], [1.22, 0.10, 0.25], [1.81, -0.76, -0.44], [0.89, -1.41, -1.20], [-0.34, -0.89, -0.98], [-0.67, 1.69, 0.85], [-1.70, 0.41, 1.14]], "e_homo_ev": -10.5, "lumo_ev": 0.38, "e_above_lowest_ev": 1.6499, "total_energy_ha": -333.4872, "charge": 0}


No. 5
{"formula": "C4H12N3", "method": "the ωB97M-V functional and the def2-TZVPD basis", "symbols": ["C", "C", "N", "N", "C", "C", "N", "H", "H", "H", "H", "H", "H", "H", "H", "H", "H", "H", "H"], "positions_angstrom": [[2.23, 0.16, -0.73], [1.26, -0.26, 0.45], [-0.02, -0.77, -0.12], [-0.22, -2.08, -0.02], [-1.51, 0.17, 0.15], [-1.36, 1.66, 0.43], [-2.56, -0.33, -0.43], [3.34, -0.23, -0.59], [2.01, -0.29, -1.65], [2.34, 1.33, -0.88], [1.63, -1.12, 1.03], [1.03, 0.63, 1.11], [-0.30, -2.58, -0.88], [0.18, -2.74, 0.63], [-2.32, 2.06, 0.33], [-0.87, 1.83, 1.41], [-0.63, 2.00, -0.31], [-3.30, 0.24, -0.66], [-2.64, -1.34, -0.61]], "e_homo_ev": -13.1, "lumo_ev": -4.37, "e_above_lowest_ev": 4.5549, "total_energy_ha": -323.5109, "charge": 1}


No. 6
{"formula": "C2H3FNaO", "method": "the ωB97M-V functional and the def2-TZVPD basis", "symbols": ["C", "C", "O", "F", "H", "H", "Na", "H"], "positions_angstrom": [[0.14, -1.30, 0.49], [-1.00, -0.59, -0.01], [-0.92, 0.56, -0.48], [2.25, 3.11, -0.28], [1.14, -0.97, 0.22], [-1.94, -1.15, -0.12], [0.39, 2.59, -0.79], [-0.06, -2.25, 0.98]], "e_homo_ev": [-8.9, -8.9], "lumo_ev": [-0.05, -2.56], "spin_multiplicity": 2, "e_above_lowest_ev": 0.0000, "s2": 0.765, "total_energy_ha": -415.3742, "charge": 0}


No. 7
{"formula": "C3H39N2O16", "method": "the ωB97M-V functional and the def2-TZVPD basis", "symbols": ["C", "C", "C", "N", "O", "N", "H", "H", "H", "H", "H", "H", "H", "H", "H", "H", "H", "O", "H", "H", "O", "H", "H", "O", "H", "H", "O", "H", "H", "O", "H", "H", "O", "H", "H", "O", "H", "H", "O", "H", "H", "O", "H", "H", "O", "H", "H", "O", "H", "H", "O", "H", "H", "O", "H", "H", "O", "H", "H", "O"], "positions_angstrom": [[0.10, -0.59, -0.16], [-0.15, -0.51, -1.69], [0.32, -1.67, -2.55], [1.03, -1.24, -3.62], [0.02, -2.85, -2.51], [-1.15, -0.64, 0.70], [0.70, 0.27, 0.01], [0.82, -1.43, 0.03], [-1.19, -0.24, -1.84], [0.39, 0.38, -1.99], [1.54, -0.34, -3.61], [1.37, -1.92, -4.34], [-1.77, 0.36, 0.50], [-0.86, -0.68, 1.74], [-1.86, -1.40, 0.58], [3.87, 0.08, -3.03], [2.93, 1.08, -2.44], [2.95, 0.15, -2.81], [-0.61, 1.79, 2.48], [-2.12, 1.23, 2.19], [-1.48, 1.84, 1.87], [-3.79, 0.76, -0.04], [-4.48, -0.78, -0.12], [-3.78, -0.20, 0.30], [2.07, 1.10, 2.66], [1.37, -0.10, 3.30], [1.26, 0.80, 3.08], [-4.16, 2.87, -0.17], [-2.98, 2.84, 1.00], [-3.88, 2.47, 0.62], [1.01, -3.92, -0.97], [2.67, -4.04, -0.93], [1.85, -3.60, -0.48], [3.18, -0.29, -0.92], [2.79, -1.02, 0.25], [2.67, -0.12, -0.12], [3.66, -1.72, 2.73], [2.05, -2.16, 2.52], [2.76, -1.56, 2.36], [1.41, 3.07, 0.08], [1.86, 1.91, -0.87], [1.34, 2.60, -0.78], [-2.52, 1.04, -1.50], [-3.38, 0.95, -2.86], [-3.18, 0.61, -2.05], [0.99, 3.88, 2.25], [-0.04, 4.59, 1.26], [0.45, 3.74, 1.48], [-2.59, -3.48, 0.35], [-1.24, -3.14, -0.56], [-1.63, -3.12, 0.41], [-0.35, 2.48, -1.19], [-1.32, 2.98, -0.34], [-1.35, 2.38, -1.15], [-1.77, -1.88, 3.58], [-2.69, -1.66, 2.35], [-2.01, -1.20, 2.95], [3.31, 0.78, 1.10], [4.49, 1.03, 2.11], [3.58, 1.12, 2.04]], "e_homo_ev": -12.5, "lumo_ev": -2.64, "e_above_lowest_ev": 5.3410, "total_energy_ha": -1450.7502, "charge": 1}


No. 8
{"formula": "C9H10Cl2FNO5S", "method": "the ωB97M-V functional and the def2-TZVPD basis", "symbols": ["C", "C", "Cl", "C", "Cl", "C", "O", "O", "C", "N", "C", "S", "H", "H", "H", "H", "H", "H", "H", "O", "C", "O", "C", "C", "F", "O", "H", "H", "H"], "positions_angstrom": [[-0.76, 3.08, -0.72], [-0.13, 3.82, 0.47], [-1.25, 3.83, 1.86], [1.24, 3.30, 0.92], [1.98, 4.40, 2.09], [1.27, 1.88, 1.46], [1.85, 1.52, 2.42], [0.53, 1.01, 0.69], [1.25, 0.29, -0.30], [0.26, -0.22, -1.23], [0.37, -0.16, -2.43], [0.46, -0.18, -3.98], [-1.12, 3.81, -1.46], [-1.60, 2.46, -0.41], [-0.04, 2.43, -1.23], [0.02, 4.87, 0.20], [1.89, 3.35, 0.03], [1.98, 0.93, -0.80], [1.76, -0.56, 0.17], [-0.39, -6.55, 0.80], [-0.64, -5.42, 0.54], [0.27, -4.42, 0.46], [-0.38, -3.25, -0.05], [-1.84, -3.52, 0.29], [-2.69, -3.05, -0.65], [-1.89, -4.93, 0.30], [-0.26, -3.20, -1.13], [0.02, -2.36, 0.42], [-2.16, -3.15, 1.26]], "e_homo_ev": -10.4, "lumo_ev": -0.31, "total_energy_ha": -2198.3327, "charge": 0}